1.
Formula: C23H23P2Tm
Source: the Open Molecules 2025 dataset
Level of theory: ωB97M-V with the def2-TZVPD basis set

Geometry (Å):
C -0.4385 -0.2901 -4.6345
C -1.2256 0.7725 -4.0989
C -0.3434 1.7404 -3.5167
C 1.0098 1.3108 -3.7257
C 0.9861 0.0472 -4.3870
Tm -0.0045 -0.5407 -2.2541
P -0.0971 -3.2123 -1.9542
H -0.7843 -1.1263 -5.2500
H -2.3150 0.8187 -4.1200
H -0.6471 2.6546 -3.0061
H 1.8399 -0.5000 -4.7989
H 1.9126 1.8443 -3.4264
H 1.0215 -3.9864 -2.4010
H -1.1625 -3.9753 -2.5271
H -0.1748 -3.6723 -0.6003
C -0.5572 3.9592 3.3597
C 0.4480 4.0180 2.3850
C 0.5192 3.0431 1.3940
C -0.4108 1.9820 1.3894
C -1.4434 1.9422 2.3446
C -1.4979 2.9243 3.3369
P -0.1638 0.6698 0.1853
C 1.5017 0.0009 0.6098
C 2.3505 -0.5107 -0.3996
C 3.5698 -1.0744 -0.0237
C 3.9781 -1.0862 1.3146
C 3.1505 -0.5449 2.3065
C 1.9103 -0.0068 1.9503
C -1.3223 -0.6925 0.6372
C -1.0017 -1.6240 1.6334
C -1.9241 -2.6033 1.9963
C -3.1713 -2.6620 1.3654
C -3.4901 -1.7455 0.3591
C -2.5750 -0.7623 -0.0170
H -0.6063 4.7232 4.1349
H 1.1826 4.8231 2.4011
H 1.3020 3.0769 0.6327
H -2.1795 1.1359 2.3216
H -2.2786 2.8727 4.0962
H 2.1238 -0.4269 -1.4975
H 4.2164 -1.5107 -0.7883
H 4.9455 -1.5081 1.5930
H 3.4593 -0.5362 3.3532
H 1.2592 0.4175 2.7208
H -0.0198 -1.5941 2.1042
H -1.6701 -3.3212 2.7789
H -3.8935 -3.4249 1.6625
H -4.4643 -1.7979 -0.1331
H -2.8244 -0.0410 -0.8066

Cartesian forces (eV/Å) of the 3 atoms listed first:
C 1.5 1.0 -0.6
C 0.8 0.0 -0.1
C 0.2 -0.6 -0.5

Output
* E_HOMO (alpha / beta): -0.132 / -0.232 Ha
* frontier orbital gap (alpha / beta): 0.1424 / 0.2414 hartree
* net charge: 0
* M: 530.3 g mol⁻¹
* spin multiplicity: 3
* ⟨S²⟩: 2.02
* E: -72327.383 eV
* LUMO energy (alpha / beta): 0.29 / 0.24 eV

These are the Löwdin partial charges, in e, on atoms 1 to 8:
1. C -0.249
2. C -0.213
3. C -0.197
4. C -0.217
5. C -0.251
6. Tm 0.676
7. P 0.695
8. H 0.096

=====

2.
Formula: C23H23PPtSb
Source: the Open Molecules 2025 dataset
Level of theory: ωB97M-V with the def2-TZVPD basis set

Geometry (Å):
C 0.9325 0.0141 -1.1587
C 2.3301 -0.3014 -1.1783
C 3.0521 0.8741 -1.4980
C 2.1289 1.9397 -1.7253
C 0.8168 1.4098 -1.5160
Pt -1.0722 -1.2687 0.3885
P -2.6516 -2.1916 1.6092
H 0.0792 -0.7148 -1.0683
H 2.7422 -1.2824 -0.9452
H 4.1360 0.9450 -1.5826
H -0.1288 1.9412 -1.5765
H 2.3750 2.9625 -1.9949
H -2.2885 -2.7452 2.8697
H -3.3269 -3.2964 0.9975
H -3.7512 -1.3384 1.9234
C -1.9000 -0.8610 6.7911
C -2.7047 -0.2054 5.8503
C -2.2039 0.0687 4.5692
C -0.9062 -0.3273 4.2461
C -0.0995 -0.9969 5.1644
C -0.6015 -1.2589 6.4455
Sb -0.1478 0.1309 2.2473
C -0.4231 2.2986 2.3719
C -1.0556 2.9724 1.3313
C -1.2501 4.3588 1.4320
C -0.8269 5.0460 2.5777
C -0.2013 4.3531 3.6216
C -0.0006 2.9699 3.5238
C 2.0197 0.0199 2.3082
C 2.7986 1.1748 2.3018
C 4.1828 1.0631 2.4828
C 4.7764 -0.2002 2.6098
C 3.9905 -1.3545 2.5221
C 2.6009 -1.2457 2.3608
H -2.2834 -1.0526 7.7951
H -3.7192 0.0997 6.1111
H -2.8276 0.5811 3.8334
H 0.9122 -1.3050 4.8901
H 0.0256 -1.7694 7.1777
H -1.4028 2.4286 0.4492
H -1.7371 4.8989 0.6203
H -0.9890 6.1224 2.6598
H 0.1298 4.8852 4.5152
H 0.4776 2.4366 4.3491
H 2.3395 2.1558 2.1670
H 4.7943 1.9672 2.5346
H 5.8509 -0.2811 2.7806
H 4.4490 -2.3451 2.5916
H 1.9822 -2.1407 2.2748

Cartesian forces (eV/Å) of the 3 atoms listed first:
C 1.3 1.3 -1.6
C -0.4 0.0 0.4
C 0.0 0.6 -0.2

Output
* E_HOMO (alpha / beta): -0.292 / -0.429 Ha
* frontier orbital gap (alpha / beta): 0.2015 / 0.1903 hartree
* net charge: +1
* M: 647.2 g mol⁻¹
* spin multiplicity: 5
* ⟨S²⟩: 6.01
* E: -43283.460 eV
* LUMO energy (alpha / beta): -2.45 / -6.49 eV

These are the Löwdin partial charges, in e, on atoms 1 to 8:
1. C -0.106
2. C 0.024
3. C 0.025
4. C 0.042
5. C 0.029
6. Pt 0.136
7. P 0.459
8. H -0.112

=====

Number 2 is which compound?
C23H23PPtSb